DFT (ωB97M-V/def2-TZVPD) results for C46H51BiF5N10O4S as an isolated structure at a distorted geometry.

As for the total energy: -101875.8245 eV. Its HOMO energy is -3.11 eV. Its charge is -1. As for the HOMO-LUMO gap: 4.82 eV.

XYZ file:
```
118
Properties=species:S:1:pos:R:3:forces:R:3
Bi -0.03048 1.05015 1.98400 1.9 1.1 -2.2
C 7.08901 0.57710 -1.82325 -0.6 0.9 -1.6
C 6.62964 0.70747 -0.42045 0.3 0.1 -1.1
N 7.38103 0.33162 0.59009 -0.5 -0.2 -1.0
N 6.53536 0.39741 1.62937 -0.6 0.6 0.3
C 5.32135 0.91685 1.33023 -0.2 0.6 -1.0
S 4.06254 1.28118 2.38147 -0.1 -0.3 -0.1
N 5.36635 1.14915 -0.07905 1.2 -2.2 3.6
N 4.32383 1.44708 -0.88734 0.0 -4.1 -0.1
H 6.47174 -0.18301 -2.38510 0.6 0.7 0.6
H 8.15392 0.36269 -1.92424 -0.2 -0.3 0.4
H 6.96395 1.54459 -2.38375 -0.2 -0.8 0.5
H 6.87359 0.13971 2.53417 -0.3 0.2 0.3
H 3.45384 1.46132 -0.37187 0.1 -0.4 0.8
H 4.41153 2.54001 -1.21346 -0.1 1.5 -0.8
C -3.08589 -5.15299 -3.11188 -0.4 0.9 0.0
O -2.54579 -4.44285 -1.96137 -0.6 -0.4 -1.8
C -1.26112 -4.68820 -1.63631 0.3 1.3 2.3
C -0.36449 -5.48623 -2.30189 -0.6 -1.1 -1.2
C 0.74883 -6.00082 -1.63465 -0.6 1.6 1.0
C 1.00421 -5.53887 -0.35611 0.7 -0.1 0.3
C 0.22433 -4.53157 0.28606 0.1 -0.6 -0.2
C -0.92603 -4.05554 -0.36071 1.1 -0.4 -0.4
N -1.71749 -2.98078 0.14822 0.1 0.1 0.0
C -1.24514 -1.91844 0.95865 2.8 0.2 -0.5
N -2.02699 -1.64515 2.06296 -1.4 -0.9 0.2
C -1.48548 -1.36951 3.37029 0.2 -1.2 0.3
C -0.71560 -0.25400 3.63301 -1.4 -0.2 1.0
C -0.08457 -0.19094 4.86937 1.2 1.6 -0.4
C 0.01979 -1.25067 5.70808 -1.4 0.0 0.8
C -0.93333 -2.25837 5.58438 0.1 -0.4 -0.8
C -1.66797 -2.38861 4.38797 1.6 1.7 0.1
O -2.40424 -3.45981 4.05932 -0.6 -1.1 -0.6
C -2.58499 -4.45743 5.05038 0.5 1.2 1.2
N -0.10895 -1.24714 0.78136 -2.8 -2.2 -0.4
C 0.73731 -1.45143 -0.36067 1.2 -0.4 0.6
C 0.42125 -1.08405 -1.65575 -0.8 0.0 0.1
C 1.37496 -1.08389 -2.66474 0.3 -0.4 0.1
C 2.67235 -1.48169 -2.41184 0.2 0.0 0.2
C 3.06483 -1.80408 -1.10273 -1.2 -1.0 0.8
C 2.06790 -1.93636 -0.08106 -0.5 1.1 -1.1
O 2.17110 -2.45139 1.17957 1.0 -0.7 -0.1
C 3.32133 -3.31672 1.41786 -0.1 2.0 0.8
H -4.11890 -5.36860 -2.79587 0.3 0.2 -0.4
H -2.58351 -6.12789 -3.27577 -0.2 0.8 0.0
H -3.09346 -4.47390 -4.04210 0.2 -1.2 1.4
H -0.59340 -5.84120 -3.33435 0.2 0.3 1.0
H 1.39450 -6.70861 -2.08341 0.5 -0.5 -0.5
H 1.91311 -5.96909 0.11430 -0.8 0.6 0.1
H 0.56477 -4.20674 1.29845 -0.6 0.0 -1.1
H -2.72240 -3.04632 0.05649 0.2 -0.2 -0.1
H -2.83607 -2.29225 2.11430 1.0 0.6 0.1
H 0.35330 0.75208 5.19861 0.5 -0.2 -0.4
H 0.67896 -1.20308 6.56112 -0.2 0.0 0.3
H -1.03817 -2.87873 6.45643 -0.1 -0.7 -0.2
H -3.13470 -5.27884 4.66602 -0.6 -0.5 -0.7
H -3.14815 -3.96518 5.85325 0.0 -0.5 0.2
H -1.64652 -4.85760 5.48106 -0.2 0.4 -0.4
H -0.62426 -0.91207 -1.92988 0.3 0.5 0.3
H 1.10162 -0.76445 -3.64862 -0.2 -0.1 -0.5
H 3.37632 -1.60189 -3.25264 -0.2 0.5 0.7
H 4.10356 -2.04875 -0.93805 0.0 -0.2 0.3
H 3.14216 -3.96411 2.29968 -0.2 0.6 -0.5
H 4.13519 -2.58299 1.66490 -0.2 -1.1 -0.4
H 3.48499 -3.92360 0.54568 0.4 -0.2 -0.4
F 4.86100 4.31371 -0.23814 0.5 1.1 1.1
C 4.51973 3.75834 -1.41832 -1.9 0.8 -0.7
F 5.50855 3.96547 -2.29643 1.7 0.8 -1.3
C 3.27658 4.43786 -1.92979 1.3 0.1 0.6
F 2.28397 4.24628 -1.03527 -0.2 0.1 -0.7
F 3.44191 5.76849 -2.07564 -0.5 0.6 -0.2
F 2.93945 3.95234 -3.14416 -0.4 0.1 0.3
C 0.92694 3.64197 1.96752 -0.9 -1.1 0.6
C 0.72391 3.64096 3.39922 0.5 0.8 -0.8
C 1.88164 3.63616 4.20734 0.3 0.1 0.6
C 1.79413 3.61996 5.58276 -1.4 -0.3 0.4
C 0.48927 3.45926 6.14802 0.7 -0.6 1.1
C -0.65572 3.35671 5.37661 0.0 0.4 -0.7
C -0.53664 3.63213 4.00483 -1.0 -0.6 0.8
H 1.93408 3.73989 1.58861 0.1 -0.2 0.0
H 0.14601 4.00632 1.33204 -0.4 0.3 -0.2
H 2.82643 3.68708 3.68307 0.1 0.0 0.2
H 2.65484 3.66249 6.27148 -0.4 0.0 -0.7
H 0.38915 3.29313 7.22305 0.2 0.1 -0.2
H -1.64095 3.04263 5.79860 0.9 0.7 -0.2
H -1.46390 3.70615 3.42621 0.6 0.0 0.0
N -5.64847 5.79875 0.23319 2.9 -2.6 -0.2
C -4.80660 4.96403 0.28492 -4.2 3.6 0.2
C -3.91779 3.92870 0.57666 1.5 -1.5 -0.4
C -2.96531 3.51991 -0.36493 0.2 0.9 -0.8
C -2.00437 2.58000 -0.06225 0.3 -1.2 -0.6
C -1.95115 2.00386 1.22628 -0.4 0.2 0.5
C -2.96064 2.34315 2.15047 -0.1 0.7 -1.1
C -3.94990 3.26566 1.79287 -0.4 -0.3 0.6
H -2.94278 4.03774 -1.34223 0.0 -0.5 0.6
H -1.34938 2.21473 -0.90887 -0.5 0.6 1.3
H -2.96338 2.03245 3.18403 0.1 -0.5 0.0
H -4.79602 3.45946 2.45025 0.4 0.2 0.2
C -4.77145 -0.52284 -3.30986 0.1 -1.0 0.0
N -4.45227 0.39155 -4.37437 0.2 -0.2 0.2
C -5.52506 1.33767 -4.61567 0.2 0.3 -0.3
C -3.12655 0.82002 -4.28035 -0.7 0.4 -1.4
O -2.47500 0.57406 -3.29030 0.8 0.1 0.2
N -2.63865 1.50518 -5.38700 -0.2 -0.7 1.3
C -1.33661 2.04269 -5.21054 1.9 -0.3 0.3
C -3.16725 1.45376 -6.71543 -0.7 -1.5 -0.2
H -5.71084 -0.98091 -3.58756 -0.2 -0.5 0.0
H -4.91510 -0.05687 -2.34587 0.1 0.4 0.4
H -3.97432 -1.27464 -3.20701 -0.4 0.2 0.0
H -6.41611 0.99992 -4.11261 -0.3 -0.3 0.2
H -5.78501 1.37059 -5.67155 0.1 0.5 -0.1
H -5.29954 2.31883 -4.18362 0.0 0.1 -0.4
H -1.16336 2.95009 -5.79106 -0.2 -0.1 -0.1
H -0.51734 1.30194 -5.42440 -0.7 0.5 -0.2
H -1.19100 2.25276 -4.15789 0.0 0.3 0.1
H -3.87834 0.60898 -6.84978 0.4 0.6 0.3
H -2.41483 1.30102 -7.48676 0.4 0.1 0.2
H -3.67221 2.35852 -6.91852 -0.7 1.1 -0.6
```
Forces are in eV/Å.

***

DFT (ωB97M-V/def2-TZVPD) results for a 2-piece molecular cluster, C3H9NO2 overall at a distorted geometry.

As for the total energy: -8841.6879 eV. The value obtained for the relative energy (zero: lowest compared OMol25 entry of this formula, charge and spin) is 122.28 kJ/mol. Its HOMO energy is -8.95 eV. Its SMILES is CC(=O)O.CN. As for the HOMO-LUMO gap: 9.75 eV.

XYZ file:
```
15
Properties=species:S:1:pos:R:3:forces:R:3
C -1.00750 2.16375 -0.42896 -0.5 2.0 1.6
N -0.01621 2.37151 0.64615 -0.6 0.3 -0.6
H -0.02452 1.63793 1.31691 0.5 -0.2 0.4
H 0.89491 2.64820 0.34963 0.4 -0.4 -0.1
H -0.60796 -0.10195 0.75776 0.3 -0.2 0.1
H -0.69421 2.53174 -1.40050 0.4 -0.7 -0.2
H -1.78548 2.89877 -0.14611 -0.4 -0.6 -0.5
H -1.45513 1.17766 -0.38678 0.0 -0.2 -0.6
C 0.79480 -2.79803 -0.17961 -0.3 -1.0 -0.3
C 0.57979 -1.31526 -0.06888 0.9 -0.6 1.0
O -0.38266 -1.04396 0.82912 -0.7 0.2 0.0
O 1.21583 -0.47239 -0.63331 -0.2 0.1 -0.4
H 1.33753 -3.00713 -1.09056 -0.1 0.0 -0.3
H -0.16472 -3.31978 -0.16130 -0.1 0.2 -0.4
H 1.31554 -3.37108 0.59644 0.3 1.0 0.4
```
Forces are in eV/Å.

***

DFT (ωB97M-V/def2-TZVPD) results for a 2-piece molecular cluster, C5H11NO overall at a distorted geometry.

As for the total energy: -8899.5379 eV. The value obtained for the relative energy (zero: lowest compared OMol25 entry of this formula, charge and spin) is 208.36 kJ/mol. Its HOMO energy is -9.75 eV. Its SMILES is CNC(C)=O.C=C. As for the HOMO-LUMO gap: 10.54 eV.

XYZ file:
```
18
Properties=species:S:1:pos:R:3:forces:R:3
C -2.60744 -1.04260 -0.34962 1.9 0.5 -0.9
C -1.42727 -0.34981 0.38487 -0.8 -1.0 0.1
C -0.16869 1.74524 0.26059 0.4 -2.4 -2.2
C 2.28945 -0.09175 0.40512 3.2 -1.0 -1.1
C 3.04485 -0.94369 -0.33072 -1.1 0.5 0.6
H -2.79376 -0.64807 -1.40353 0.2 -0.4 1.6
H -3.48082 -1.06934 0.23838 -1.0 0.0 0.7
H -2.17007 -2.01131 -0.43148 -0.4 -1.2 -0.3
H -1.66775 1.08860 -1.15892 1.1 -1.3 2.0
H 0.29410 1.13212 0.99585 0.5 0.5 1.0
H 0.56743 1.92790 -0.53880 -0.1 0.7 0.7
H -0.67697 2.58532 0.65623 -0.5 0.8 0.2
H 1.30229 -0.32831 0.63229 -1.4 -0.4 0.2
H 2.73956 0.78017 0.87187 -0.1 0.0 -0.1
H 2.57108 -1.83976 -0.74438 0.2 0.3 0.1
H 4.11128 -0.84791 -0.54169 -0.3 0.3 0.1
N -1.05782 0.71712 -0.36137 -0.3 2.7 -0.2
O -0.86945 -0.80394 1.41529 -1.3 1.5 -2.5
```
Forces are in eV/Å.

***

DFT (ωB97M-V/def2-TZVPD) results for C20H32ClINOP2STi as an isolated structure at a distorted geometry.

The expectation value of S² is 0.758. As for the total energy: -97934.9477 eV. The value obtained for the relative energy (zero: lowest compared OMol25 entry of this formula, charge and spin) is 53.31 kJ/mol. As for the multiplicity: 2. Its HOMO energy (alpha / beta) is -14.07 / -14.36 eV. Its charge is +2. As for the HOMO-LUMO gap (alpha / beta): 6.61 / 6.99 eV.

XYZ file:
```
60
Properties=species:S:1:pos:R:3:forces:R:3
C -0.01728 -0.34253 -6.11116 -0.1 -1.1 -0.1
C -0.03596 0.05591 -4.68202 0.4 3.2 2.0
H -0.00502 0.53771 -6.81563 0.0 -0.7 1.1
H -0.87327 -1.02411 -6.29289 0.2 0.5 0.1
H 0.84226 -1.02156 -6.27303 -0.1 0.5 0.1
O -0.03598 1.09438 -4.08558 -0.1 -2.9 -1.5
I 0.02853 3.13711 -0.44676 0.0 0.5 -0.6
Ti 0.04504 0.72643 -1.67409 0.0 -0.3 0.3
P 2.53946 0.26604 -1.47343 -0.1 -0.6 0.2
C 3.36775 1.35439 -0.28619 0.3 0.5 -0.1
C 2.90941 -1.42774 -0.86942 -0.1 -0.1 -0.1
H 3.93959 -1.72199 -1.14027 -0.5 0.1 0.1
H 4.44223 0.21223 -2.94266 -0.2 0.1 -0.3
H 2.19554 -2.13625 -1.31919 0.4 0.2 0.2
H 2.96200 -0.35792 -3.78454 0.1 0.1 0.3
H 3.17447 1.09038 0.76530 -0.1 -0.1 -0.5
H 2.80226 -1.47046 0.22595 0.1 0.1 -0.4
C 3.36544 0.37429 -3.07237 0.5 0.3 -0.1
H 4.44668 1.32604 -0.47252 -0.1 0.1 0.1
H 3.18154 1.37990 -3.46621 0.2 -0.1 -0.1
H 2.98694 2.37004 -0.44691 0.3 -0.2 0.1
P -2.49865 0.24982 -1.52719 -0.5 -0.6 0.4
C -3.39312 1.50523 -0.54535 -0.2 0.4 -0.1
C -3.33175 0.11545 -3.14016 -0.3 0.3 -0.2
H -2.23290 -2.13630 -1.03217 -0.2 0.2 0.0
H -3.94014 -1.66167 -0.84730 0.4 0.3 0.0
H -2.73914 -1.23405 0.41039 -0.1 0.1 -0.5
C -2.89922 -1.33619 -0.67506 0.1 -0.2 0.0
H -2.96554 -0.74348 -3.72130 0.0 0.1 0.3
H -4.41907 0.02098 -3.01595 0.3 0.0 -0.1
H -4.46841 1.46763 -0.75364 0.1 -0.1 0.0
H -3.01774 2.50391 -0.80386 -0.2 -0.3 0.0
H -3.11301 1.02745 -3.70947 -0.2 -0.1 0.0
H -3.24810 1.38238 0.53850 0.1 -0.2 -0.5
Cl 0.10715 -1.40134 -2.92375 -0.3 0.4 -1.8
N 0.12461 0.02370 0.13223 -0.5 -0.5 2.1
S 0.18613 -1.06428 1.43526 -0.5 2.1 -0.5
C 1.39183 -0.31293 2.52565 0.7 -0.3 0.1
C 2.43836 -1.15632 2.92724 -0.6 0.3 -0.1
C 3.48145 -0.62900 3.67967 -0.1 0.0 0.1
C 3.49347 0.72715 4.01250 -0.1 0.0 -0.4
C 2.43009 1.55236 3.62717 -0.4 -0.3 -0.1
C 1.34775 1.02813 2.90420 0.2 0.1 0.2
C -1.29367 -0.76945 2.42751 -0.8 -0.7 0.2
C -1.92908 0.46332 2.57841 0.1 -0.1 0.0
C -3.08118 0.54876 3.36783 0.2 0.0 -0.1
C -3.58160 -0.57182 4.02784 0.1 -0.4 -0.2
C -2.95281 -1.81120 3.86424 0.3 0.1 0.1
C -1.81688 -1.91774 3.05739 0.4 0.4 -0.2
H 0.01460 1.01998 0.44107 0.2 -1.0 0.9
H 2.36002 -2.21314 2.67771 0.4 0.1 0.0
H 4.26398 -1.29333 4.02505 0.0 0.1 0.0
H 4.33725 1.15695 4.55179 -0.3 -0.2 0.0
H 2.42166 2.60150 3.92103 0.0 -0.3 -0.1
H 0.47062 1.64181 2.69111 0.5 0.0 -0.1
H -1.53052 1.34961 2.08857 -0.2 -0.1 0.0
H -3.59720 1.50167 3.47614 0.2 -0.2 0.0
H -4.47192 -0.49375 4.65797 0.4 0.0 -0.3
H -3.31950 -2.69693 4.38769 0.1 0.3 -0.2
H -1.28951 -2.86712 2.92467 -0.4 0.2 0.1
```
Forces are in eV/Å.